Model w:
Here is a single CH5N3OS molecule from the Open Molecules 2025 dataset. Energies are from ωB97M-V with the def2-TZVPD basis set.

Geometry as ORCA input:
```
! wB97M-V def2-TZVPD RIJCOSX def2/J DEFGRID3
* xyz 0 1
N 0.108 2.002 -1.032
N -0.108 1.079 0.039
C -0.110 -0.314 -0.129
O 0.031 -1.063 -1.126
N -0.347 -0.943 1.161
S 0.016 -2.747 1.313
H 1.225 1.955 -1.110
H -0.432 1.862 -1.879
H -1.130 1.330 0.534
H -0.329 -0.482 2.013
H 1.075 -2.676 0.214
*
```

Structure (SMILES) = NNC(=O)NS
Frontier orbital gap = 9.459 eV
Highest occupied orbital energy = -8.951 eV

Model x:
Here is a single CH5N3OS molecule from the Open Molecules 2025 dataset. Energies are from ωB97M-V with the def2-TZVPD basis set.

Geometry as ORCA input:
```
! wB97M-V def2-TZVPD RIJCOSX def2/J DEFGRID3
* xyz 0 1
C 0.821 -0.580 -0.261
N 1.064 0.744 0.182
N -0.467 -1.071 0.318
N 0.077 1.581 -0.207
O -2.697 -0.165 -0.616
S -1.738 0.058 0.448
H 0.759 -0.577 -1.354
H 1.626 -1.239 0.073
H 1.364 0.783 1.157
H -0.786 -1.889 -0.186
H -0.024 2.356 0.445
*
```

Frontier orbital gap (spin up / spin down) = 8.152 / 8.218 eV
Highest occupied orbital energy (spin up / spin down) = -7.811 / -8.200 eV

Model y:
Here is CH5N3OS as an isolated structure from the Open Molecules 2025 dataset. Energies are from ωB97M-V with the def2-TZVPD basis set.

Geometry as ORCA input:
```
! wB97M-V def2-TZVPD RIJCOSX def2/J DEFGRID3
* xyz 0 1
C 0.515 0.473 -0.004
H -1.365 -1.487 -1.981
H -2.063 0.043 -1.451
H 0.325 0.285 -2.027
H -0.108 -1.358 1.354
H 1.316 0.954 2.299
N -1.384 -0.697 -1.051
N 0.023 -0.026 -1.055
N 0.226 -0.054 1.241
O 0.768 0.237 2.488
S 1.748 1.629 0.187
*
```

Frontier orbital gap = 8.285 eV
Highest occupied orbital energy = -8.249 eV

Relative calculated energies, zero for the most stable structure, unit kcal/mol: model w 0.0; model x 14.4; model y 68.8.